#P
The following is a quantum chemistry calculation of a cluster of 2 separate species, C9H14 in total, from the Open Molecules 2025 dataset.

Computed properties:
LUMO in eV: 1.039
HOMO energy in Ha: -0.3353
SMILES string: Cc1ccccc1.CC
Orbital gap in eV: 10.164
Net charge: 0
Molecular weight in g/mol: 122.21

Last column: natural (NBO) charge in e.
Atoms and positions in Å:
C  -2.319  -1.288  -1.063  -0.641
C  -0.930  -0.675  -1.051  0.001
C  0.141  -1.352  -0.509  -0.232
C  1.435  -0.868  -0.510  -0.202
C  1.665  0.395  -1.045  -0.226
C  0.589  1.074  -1.586  -0.202
C  -0.720  0.619  -1.509  -0.222
H  -3.012  -0.635  -0.520  0.217
H  -2.387  -2.157  -0.413  0.222
H  -2.672  -1.316  -2.091  0.227
H  0.005  -2.362  -0.127  0.209
H  2.240  -1.350  0.026  0.214
H  2.666  0.783  -1.173  0.214
H  0.798  2.088  -1.922  0.208
H  -1.521  1.274  -1.824  0.213
C  -0.397  0.540  2.739  -0.622
C  0.925  1.268  3.026  -0.612
H  -0.609  -0.309  3.381  0.203
H  -1.256  1.177  2.554  0.205
H  -0.281  0.059  1.752  0.211
H  1.714  0.778  2.459  0.207
H  0.864  2.260  2.566  0.203
H  1.110  1.405  4.087  0.204



#Q
The following is a quantum chemistry calculation of a cluster of 2 separate species, C9H14 in total, from the Open Molecules 2025 dataset.

Computed properties:
LUMO in eV: 1.014
HOMO energy in Ha: -0.3303
SMILES string: Cc1ccccc1.CC
Orbital gap in eV: 10.003
Net charge: 0
Molecular weight in g/mol: 122.21

Last column: natural (NBO) charge in e.
Atoms and positions in Å:
C  3.273  0.930  -1.304  -0.634
C  1.803  0.828  -1.003  0.002
C  0.978  1.934  -0.940  -0.225
C  -0.411  1.751  -0.860  -0.200
C  -0.962  0.489  -0.870  -0.230
C  -0.109  -0.611  -0.725  -0.199
C  1.258  -0.452  -0.812  -0.224
H  3.480  0.494  -2.278  0.221
H  3.909  0.376  -0.610  0.216
H  3.651  1.952  -1.236  0.214
H  1.402  2.931  -0.945  0.211
H  -1.027  2.637  -0.905  0.210
H  -2.004  0.316  -1.099  0.215
H  -0.566  -1.588  -0.607  0.210
H  1.940  -1.283  -0.682  0.210
C  -2.617  -1.287  2.961  -0.605
C  -2.575  -2.617  2.203  -0.607
H  -3.528  -1.183  3.553  0.199
H  -1.763  -1.050  3.598  0.203
H  -2.697  -0.488  2.258  0.202
H  -3.570  -2.712  1.794  0.206
H  -2.302  -3.440  2.869  0.202
H  -1.779  -2.666  1.458  0.201



Structures ranked by computed energy, the most stable listed first: #Q, #P.



#P
The following is a quantum chemistry calculation of a cluster of 2 separate species, C9H14 in total, from the Open Molecules 2025 dataset.

Computed properties:
LUMO in eV: 1.039
HOMO energy in Ha: -0.3319
SMILES string: Cc1ccccc1.CC
Orbital gap in eV: 10.071
Net charge: 0
Molecular weight in g/mol: 122.21

Last column: natural (NBO) charge in e.
Atoms and positions in Å:
C  1.992  -1.150  -1.312  -0.632
C  1.311  -1.120  0.027  0.001
C  2.038  -1.053  1.217  -0.223
C  1.374  -0.962  2.427  -0.199
C  -0.014  -0.942  2.499  -0.231
C  -0.735  -1.000  1.315  -0.191
C  -0.076  -1.081  0.099  -0.230
H  2.922  -1.700  -1.293  0.218
H  2.240  -0.125  -1.605  0.219
H  1.343  -1.548  -2.085  0.215
H  3.120  -1.034  1.202  0.209
H  1.979  -0.919  3.327  0.209
H  -0.489  -0.898  3.467  0.214
H  -1.816  -0.945  1.307  0.211
H  -0.622  -1.048  -0.837  0.208
C  -1.493  2.435  -0.713  -0.616
C  -2.111  1.477  -1.719  -0.614
H  -2.114  2.518  0.175  0.206
H  -0.528  2.085  -0.360  0.212
H  -1.394  3.433  -1.117  0.205
H  -1.412  0.866  -2.299  0.201
H  -2.739  1.979  -2.449  0.205
H  -2.774  0.731  -1.274  0.201



#Q
The following is a quantum chemistry calculation of a cluster of 2 separate species, C9H14 in total, from the Open Molecules 2025 dataset.

Computed properties:
LUMO in eV: 1.053
HOMO energy in Ha: -0.3325
SMILES string: Cc1ccccc1.CC
Orbital gap in eV: 10.101
Net charge: 0
Molecular weight in g/mol: 122.21

Last column: natural (NBO) charge in e.
Atoms and positions in Å:
C  -1.433  2.272  2.647  -0.631
C  -1.188  1.166  1.641  -0.012
C  -0.297  0.170  2.034  -0.219
C  0.060  -0.788  1.076  -0.187
C  -0.747  -1.023  -0.060  -0.242
C  -1.784  -0.142  -0.246  -0.193
C  -1.994  1.003  0.532  -0.224
H  -0.657  3.018  2.815  0.219
H  -1.508  1.863  3.660  0.218
H  -2.297  2.844  2.329  0.212
H  0.206  0.188  2.989  0.211
H  0.926  -1.401  1.300  0.207
H  -0.467  -1.837  -0.708  0.220
H  -2.499  -0.364  -1.036  0.206
H  -2.738  1.700  0.201  0.215
C  1.679  -0.463  -2.721  -0.621
C  2.450  -1.644  -2.135  -0.611
H  2.071  0.048  -3.584  0.210
H  0.689  -0.794  -3.055  0.202
H  1.561  0.144  -1.823  0.217
H  3.048  -1.404  -1.251  0.201
H  3.177  -2.145  -2.786  0.204
H  1.741  -2.409  -1.818  0.199



#R
The following is a quantum chemistry calculation of a cluster of 2 separate species, C9H14 in total, from the Open Molecules 2025 dataset.

Computed properties:
LUMO in eV: 1.001
HOMO energy in Ha: -0.3343
SMILES string: Cc1ccccc1.CC
Orbital gap in eV: 10.097
Net charge: 0
Molecular weight in g/mol: 122.21

Last column: natural (NBO) charge in e.
Atoms and positions in Å:
C  2.211  -1.131  -2.333  -0.627
C  1.143  -0.137  -1.962  -0.016
C  1.345  0.821  -0.966  -0.210
C  0.274  1.651  -0.598  -0.210
C  -0.992  1.511  -1.120  -0.218
C  -1.232  0.489  -2.022  -0.204
C  -0.153  -0.294  -2.436  -0.216
H  2.803  -1.487  -1.496  0.221
H  2.914  -0.670  -3.038  0.219
H  1.720  -1.914  -2.909  0.214
H  2.209  0.847  -0.317  0.210
H  0.490  2.246  0.283  0.209
H  -1.845  2.102  -0.809  0.212
H  -2.212  0.337  -2.449  0.214
H  -0.334  -1.093  -3.150  0.203
C  -1.517  -0.931  2.857  -0.603
C  -0.525  0.144  3.377  -0.610
H  -2.541  -0.576  2.837  0.204
H  -1.142  -1.376  1.940  0.204
H  -1.487  -1.744  3.590  0.196
H  -1.025  0.553  4.267  0.196
H  -0.470  0.990  2.700  0.206
H  0.366  -0.341  3.756  0.208



Structures ranked by computed energy, the most stable listed first: #P, #R, #Q.



#P
The following is a quantum chemistry calculation of a cluster of 2 separate species, C9H14 in total, from the Open Molecules 2025 dataset.

Computed properties:
LUMO in eV: 0.981
HOMO energy in Ha: -0.3313
SMILES string: Cc1ccccc1.CC
Orbital gap in eV: 9.997
Net charge: 0
Molecular weight in g/mol: 122.21

Last column: natural (NBO) charge in e.
Atoms and positions in Å:
C  -1.414  3.528  0.658  -0.633
C  -1.070  2.136  1.117  -0.016
C  -1.040  1.788  2.473  -0.212
C  -0.694  0.530  2.923  -0.211
C  -0.491  -0.469  1.972  -0.214
C  -0.424  -0.146  0.624  -0.214
C  -0.652  1.159  0.221  -0.207
H  -2.000  3.419  -0.259  0.219
H  -0.520  4.103  0.551  0.223
H  -2.129  4.037  1.305  0.218
H  -1.203  2.606  3.170  0.205
H  -0.456  0.349  3.953  0.215
H  -0.342  -1.498  2.278  0.209
H  -0.150  -0.922  -0.078  0.212
H  -0.586  1.397  -0.837  0.205
C  1.250  -3.102  -3.092  -0.603
C  2.057  -2.402  -1.962  -0.603
H  1.448  -2.610  -4.035  0.205
H  1.531  -4.132  -3.082  0.202
H  0.196  -3.108  -2.811  0.199
H  3.032  -2.221  -2.391  0.203
H  2.101  -2.966  -1.031  0.202
H  1.558  -1.477  -1.665  0.196



#Q
The following is a quantum chemistry calculation of a cluster of 2 separate species, C9H14 in total, from the Open Molecules 2025 dataset.

Computed properties:
LUMO in eV: 0.990
HOMO energy in Ha: -0.3292
SMILES string: Cc1ccccc1.CC
Orbital gap in eV: 9.949
Net charge: 0
Molecular weight in g/mol: 122.21

Last column: natural (NBO) charge in e.
Atoms and positions in Å:
C  2.492  -1.683  -0.060  -0.637
C  1.909  -0.264  -0.286  0.024
C  2.037  0.284  -1.580  -0.257
C  1.670  1.601  -1.828  -0.178
C  0.946  2.364  -0.816  -0.254
C  0.894  1.660  0.419  -0.162
C  1.221  0.334  0.758  -0.264
H  3.377  -1.722  0.486  0.219
H  2.880  -2.189  -0.960  0.214
H  1.668  -2.228  0.457  0.216
H  2.323  -0.462  -2.395  0.221
H  2.090  2.135  -2.672  0.212
H  0.775  3.382  -0.737  0.220
H  0.515  2.334  1.328  0.194
H  1.077  -0.168  1.735  0.230
C  -2.993  -1.260  1.149  -0.609
C  -3.466  -0.045  0.357  -0.602
H  -3.525  -1.505  2.121  0.199
H  -3.258  -2.154  0.658  0.203
H  -1.896  -1.210  1.406  0.203
H  -4.464  0.046  0.436  0.199
H  -3.105  0.881  0.685  0.203
H  -3.166  -0.131  -0.664  0.203



#R
The following is a quantum chemistry calculation of a cluster of 2 separate species, C9H14 in total, from the Open Molecules 2025 dataset.

Computed properties:
LUMO in eV: 0.997
HOMO energy in Ha: -0.3232
SMILES string: Cc1ccccc1.CC
Orbital gap in eV: 9.791
Net charge: 0
Molecular weight in g/mol: 122.21

Last column: natural (NBO) charge in e.
Atoms and positions in Å:
C  -0.041  -3.455  1.222  -0.652
C  -0.602  -2.189  0.639  0.011
C  -1.659  -2.351  -0.290  -0.236
C  -2.168  -1.177  -0.791  -0.192
C  -1.552  0.021  -0.477  -0.239
C  -0.494  0.166  0.359  -0.195
C  0.024  -0.971  0.989  -0.236
H  -0.020  -3.213  2.250  0.234
H  1.066  -3.476  1.038  0.209
H  -0.442  -4.370  0.653  0.228
H  -1.945  -3.291  -0.736  0.216
H  -2.944  -1.131  -1.561  0.211
H  -1.984  0.954  -0.981  0.209
H  0.192  1.047  0.199  0.215
H  0.915  -1.034  1.565  0.212
C  1.632  2.770  -1.172  -0.598
C  1.252  3.534  0.119  -0.613
H  1.445  3.271  -1.999  0.199
H  2.632  2.290  -0.953  0.211
H  1.142  1.645  -1.269  0.188
H  2.219  3.633  0.696  0.208
H  0.486  2.904  0.647  0.206
H  0.845  4.425  -0.147  0.203



#S
The following is a quantum chemistry calculation of a cluster of 2 separate species, C9H14 in total, from the Open Molecules 2025 dataset.

Computed properties:
LUMO in eV: 0.994
HOMO energy in Ha: -0.3289
SMILES string: Cc1ccccc1.CC
Orbital gap in eV: 9.943
Net charge: 0
Molecular weight in g/mol: 122.21

Last column: natural (NBO) charge in e.
Atoms and positions in Å:
C  -0.089  -2.690  -0.162  -0.637
C  -0.787  -1.381  -0.149  -0.002
C  -0.024  -0.349  0.522  -0.223
C  -0.602  0.786  1.024  -0.201
C  -1.955  1.071  0.804  -0.239
C  -2.666  0.170  0.071  -0.198
C  -2.105  -1.029  -0.490  -0.224
H  0.973  -2.559  -0.384  0.221
H  -0.509  -3.441  -0.899  0.215
H  -0.146  -3.175  0.835  0.228
H  1.055  -0.622  0.722  0.209
H  0.012  1.392  1.683  0.212
H  -2.435  1.837  1.426  0.219
H  -3.696  0.350  -0.174  0.210
H  -2.562  -1.671  -1.190  0.211
C  3.237  1.877  -1.325  -0.610
C  3.016  1.274  0.025  -0.631
H  2.972  1.164  -2.237  0.210
H  2.875  2.927  -1.367  0.212
H  4.375  1.944  -1.428  0.195
H  2.896  1.956  0.853  0.203
H  3.957  0.753  0.258  0.207
H  2.083  0.766  -0.016  0.214



Structures ranked by computed energy, the most stable listed first: #P, #S, #Q, #R.



#P
The following is a quantum chemistry calculation of a cluster of 2 separate species, C9H14 in total, from the Open Molecules 2025 dataset.

Computed properties:
LUMO in eV: 0.958
HOMO energy in Ha: -0.3288
SMILES string: Cc1ccccc1.CC
Orbital gap in eV: 9.905
Net charge: 0
Molecular weight in g/mol: 122.21

Last column: natural (NBO) charge in e.
Atoms and positions in Å:
C  -2.749  1.384  0.134  -0.640
C  -1.308  1.038  0.092  -0.020
C  -0.380  1.004  1.123  -0.214
C  0.987  1.042  0.913  -0.206
C  1.503  1.015  -0.387  -0.222
C  0.630  1.169  -1.465  -0.221
C  -0.728  1.094  -1.194  -0.196
H  -2.984  2.377  -0.288  0.223
H  -3.285  1.389  1.077  0.221
H  -3.324  0.721  -0.518  0.220
H  -0.771  0.931  2.136  0.205
H  1.675  0.934  1.740  0.211
H  2.578  1.111  -0.252  0.221
H  0.918  1.288  -2.500  0.219
H  -1.428  1.180  -2.024  0.199
C  0.938  -2.338  0.238  -0.612
C  1.140  -3.884  0.252  -0.612
H  0.566  -1.954  -0.711  0.213
H  0.454  -1.915  1.110  0.207
H  1.965  -1.957  0.307  0.196
H  0.176  -4.263  0.615  0.199
H  1.190  -4.236  -0.776  0.204
H  1.974  -4.206  0.858  0.205



#Q
The following is a quantum chemistry calculation of a cluster of 2 separate species, C9H14 in total, from the Open Molecules 2025 dataset.

Computed properties:
LUMO in eV: 1.032
HOMO energy in Ha: -0.3337
SMILES string: Cc1ccccc1.CC
Orbital gap in eV: 10.113
Net charge: 0
Molecular weight in g/mol: 122.21

Last column: natural (NBO) charge in e.
Atoms and positions in Å:
C  1.589  0.802  2.510  -0.641
C  1.498  0.276  1.104  -0.003
C  1.567  -1.092  0.862  -0.226
C  1.436  -1.584  -0.428  -0.193
C  1.248  -0.706  -1.496  -0.228
C  1.006  0.621  -1.217  -0.200
C  1.135  1.132  0.070  -0.228
H  1.548  1.886  2.498  0.217
H  2.610  0.746  2.911  0.218
H  0.966  0.275  3.228  0.225
H  1.683  -1.831  1.646  0.211
H  1.408  -2.650  -0.632  0.211
H  1.180  -1.123  -2.488  0.213
H  0.756  1.274  -2.038  0.211
H  1.118  2.203  0.227  0.213
C  -2.661  0.320  -1.564  -0.608
C  -2.557  -0.315  -0.160  -0.610
H  -2.204  1.305  -1.485  0.203
H  -2.136  -0.345  -2.246  0.205
H  -3.700  0.395  -1.871  0.202
H  -1.591  -0.123  0.310  0.209
H  -2.536  -1.403  -0.266  0.197
H  -3.363  -0.061  0.525  0.201



Structures ranked by computed energy, the most stable listed first: #Q, #P.



#P
The following is a quantum chemistry calculation of a cluster of 2 separate species, C9H14 in total, from the Open Molecules 2025 dataset.

Computed properties:
LUMO in eV: 0.973
HOMO energy in Ha: -0.3312
SMILES string: Cc1ccccc1.CC
Orbital gap in eV: 9.986
Net charge: 0
Molecular weight in g/mol: 122.21

Last column: natural (NBO) charge in e.
Atoms and positions in Å:
C  -2.330  0.522  -0.355  -0.658
C  -0.904  0.751  -0.539  -0.009
C  -0.298  1.918  -0.186  -0.228
C  0.977  2.289  -0.689  -0.187
C  1.760  1.433  -1.454  -0.227
C  1.078  0.299  -1.846  -0.218
C  -0.145  -0.107  -1.433  -0.212
H  -3.002  0.874  -1.124  0.231
H  -2.894  0.949  0.520  0.226
H  -2.664  -0.557  -0.456  0.219
H  -0.878  2.652  0.293  0.207
H  1.475  3.207  -0.372  0.208
H  2.768  1.677  -1.853  0.225
H  1.636  -0.506  -2.326  0.206
H  -0.621  -1.032  -1.807  0.215
C  0.955  -2.268  1.162  -0.599
C  0.041  -1.424  2.186  -0.589
H  0.644  -3.235  1.213  0.201
H  0.870  -1.814  0.246  0.205
H  2.027  -1.975  1.438  0.201
H  0.277  -0.309  2.334  0.201
H  0.129  -1.865  3.150  0.194
H  -0.901  -1.478  1.896  0.186



#Q
The following is a quantum chemistry calculation of a cluster of 2 separate species, C9H14 in total, from the Open Molecules 2025 dataset.

Computed properties:
LUMO in eV: 1.064
HOMO energy in Ha: -0.3304
SMILES string: Cc1ccccc1.CC
Orbital gap in eV: 10.055
Net charge: 0
Molecular weight in g/mol: 122.21

Last column: natural (NBO) charge in e.
Atoms and positions in Å:
C  -0.264  0.804  -2.470  -0.635
C  0.547  0.414  -1.264  -0.003
C  0.690  1.317  -0.224  -0.229
C  1.553  1.027  0.840  -0.202
C  2.146  -0.222  0.931  -0.230
C  1.950  -1.134  -0.097  -0.196
C  1.252  -0.794  -1.244  -0.222
H  -0.820  1.720  -2.241  0.213
H  -0.994  0.065  -2.822  0.220
H  0.336  0.999  -3.363  0.220
H  0.153  2.255  -0.188  0.212
H  1.969  1.884  1.369  0.213
H  2.789  -0.425  1.772  0.215
H  2.472  -2.083  -0.040  0.210
H  1.448  -1.310  -2.175  0.214
C  -2.237  -0.102  0.842  -0.620
C  -1.533  -1.020  1.859  -0.623
H  -2.900  0.596  1.353  0.202
H  -1.564  0.652  0.425  0.213
H  -2.720  -0.747  0.124  0.212
H  -1.455  -2.058  1.541  0.204
H  -2.218  -1.069  2.710  0.199
H  -0.598  -0.768  2.362  0.214



Structures ranked by computed energy, the most stable listed first: #Q, #P.